Entry 1:
{"formula": "C12H26N2O8Sr", "method": "the ωB97M-V functional and the def2-TZVPD basis", "species": ["Sr", "O", "C", "C", "O", "H", "H", "H", "H", "O", "C", "C", "O", "H", "H", "H", "H", "O", "C", "C", "O", "H", "H", "H", "H", "C", "O", "N", "C", "C", "H", "H", "H", "H", "H", "H", "H", "C", "O", "N", "C", "C", "H", "H", "H", "H", "H", "H", "H"], "coordinates": [[26.731370, 15.984900, 28.998630], [20.679650, 17.332570, 32.803060], [20.439800, 17.965440, 31.540080], [20.707950, 17.141220, 30.216050], [21.684580, 16.143880, 30.126800], [21.270620, 18.669180, 31.489120], [19.479710, 18.480980, 31.516680], [20.802840, 17.877070, 29.417540], [19.777090, 16.709270, 29.848590], [27.693650, 19.816350, 31.291620], [28.747920, 20.766220, 31.069120], [29.536170, 20.632340, 29.722050], [29.568040, 19.473400, 28.930210], [29.485840, 20.661860, 31.864540], [28.299260, 21.752720, 31.185870], [30.579870, 20.826210, 29.969420], [29.263580, 21.484450, 29.099390], [26.431850, 14.422030, 35.513720], [27.442180, 13.441790, 35.362310], [28.141550, 13.212870, 33.933390], [27.207130, 12.827490, 32.895780], [27.058770, 12.450310, 35.603230], [28.163070, 13.645810, 36.154020], [28.940480, 12.472410, 33.894450], [28.619830, 14.174170, 33.745680], [27.643790, 11.181230, 24.674110], [27.672640, 12.221330, 25.374920], [26.672710, 10.943420, 23.781030], [26.683280, 9.720650, 22.933790], [25.419440, 11.642010, 23.886460], [28.445330, 10.426560, 24.688300], [27.619040, 9.163580, 22.887850], [26.309990, 10.026680, 21.956500], [25.861630, 9.092060, 23.277090], [25.626130, 12.598470, 24.366640], [24.992720, 11.692580, 22.884740], [24.689740, 11.054360, 24.443500], [25.758160, 18.543080, 23.021720], [25.158990, 18.281040, 24.054250], [25.302020, 18.238730, 21.785120], [25.811540, 18.757690, 20.579720], [23.946500, 17.655560, 21.685420], [26.714190, 19.082000, 23.109780], [26.499140, 19.591320, 20.722470], [24.915470, 19.113130, 20.070970], [26.412600, 18.021250, 20.046360], [24.060430, 16.722140, 21.134200], [23.329790, 17.329220, 22.522840], [23.292610, 18.404230, 21.238180]], "forces_ev_per_a": [[0.1, 0.7, 0.8], [-1.4, 0.8, -2.3], [2.3, -2.0, 3.2], [1.2, -2.1, -0.7], [-1.3, 1.8, 0.3], [0.2, 0.9, -0.3], [-0.6, 0.2, -0.4], [0.6, 1.1, -0.4], [-1.3, -0.7, 0.6], [1.5, 1.5, -0.5], [-2.7, -3.1, 0.7], [0.6, -1.6, -1.9], [-0.4, 0.7, 0.8], [0.5, -0.1, 0.5], [0.1, 0.9, -0.4], [0.8, 0.5, 0.6], [-0.6, 0.7, -0.5], [2.0, -1.7, -0.7], [-2.5, 1.3, 0.5], [-2.6, 0.0, -2.5], [1.9, 0.9, 1.9], [-0.4, -0.8, 0.0], [1.3, 0.1, 0.0], [0.5, -0.5, 1.0], [0.0, 0.5, -0.3], [0.4, 3.1, 1.6], [0.2, -2.8, -1.3], [0.5, -1.9, -0.7], [-1.4, 1.2, 0.7], [-0.1, -0.2, -0.4], [0.0, 0.1, 0.0], [0.0, 0.4, 0.1], [0.6, 0.0, -0.4], [0.2, -0.6, 0.3], [-0.4, 0.0, -0.2], [0.0, 0.6, -0.1], [0.0, 0.0, 0.5], [-0.4, 0.1, 2.0], [0.4, 0.0, -1.0], [-1.4, -0.7, 2.1], [0.5, 0.4, -0.4], [0.1, -0.4, -0.5], [0.1, -0.1, -0.6], [-0.2, 0.2, 0.3], [0.5, 0.1, -0.9], [-0.4, -0.2, -0.6], [-0.4, 0.2, -0.7], [1.2, 0.4, 1.0], [0.0, -0.2, -0.7]], "mol_weight_g_mol": 414.0, "orbital_gap_ev": 1.28, "relative_energy_ev": 0.864, "total_energy_ev": -33035.2869, "lumo_energy_ha": 0.20993, "charge": -4, "multiplicity": 1}

=====

Entry 2:
{"formula": "C12H26N6O3", "method": "the ωB97M-V functional and the def2-TZVPD basis", "species": ["H", "N", "C", "N", "N", "C", "C", "C", "C", "N", "C", "O", "N", "C", "C", "C", "C", "C", "N", "C", "O", "O", "H", "H", "H", "H", "H", "H", "H", "H", "H", "H", "H", "H", "H", "H", "H", "H", "H", "H", "H", "H", "H", "H", "H", "H", "H"], "coordinates": [[-7.275981, 0.779010, -1.383415], [-6.655815, 0.323349, -0.791460], [-6.243751, 1.001479, 0.199584], [-6.636533, 2.328785, 0.570966], [-5.268910, 0.373052, 1.057814], [-5.046583, -1.067478, 0.918089], [-3.904049, -1.335955, -0.161816], [-2.691490, -0.436602, 0.112095], [-1.539774, -0.578471, -0.857067], [-1.215710, -1.937274, -1.002182], [-0.354285, 0.277996, -0.561354], [-0.392073, 1.375730, 0.110620], [0.870829, -0.321240, -1.021685], [2.225098, 0.089881, -0.626669], [3.264812, -0.963060, -0.916197], [4.485521, -0.764605, 0.018343], [5.164196, 0.602571, 0.358290], [6.141530, 0.467790, 1.699711], [7.686025, 0.034729, 1.364449], [2.586560, 1.426943, -1.303088], [3.384847, 1.582326, -2.185294], [1.795520, 2.469263, -0.834733], [-7.420806, 2.806661, 0.099911], [-6.548770, 2.496213, 1.499283], [-4.739672, 0.954580, 1.790060], [-4.614456, -1.541894, 1.740989], [-6.030418, -1.387659, 0.427381], [-4.438747, -0.806500, -0.953415], [-3.707116, -2.356114, -0.263644], [-3.102017, 0.581063, 0.047585], [-2.284517, -0.560301, 1.297270], [-1.770677, -0.181525, -1.919257], [-1.962912, -2.250877, -1.612980], [-1.193817, -2.394186, -0.151707], [0.714078, -1.191610, -1.482733], [2.322926, 0.342535, 0.535875], [2.803754, -2.019820, -0.567314], [3.628095, -1.079678, -1.964578], [5.090480, -1.641987, -0.288824], [4.253430, -1.153612, 1.095341], [4.380189, 1.375683, 0.637706], [5.639382, 1.262808, -0.517721], [5.588396, 0.011189, 2.656065], [6.070304, 1.746218, 2.019646], [7.735450, -1.185945, 1.062015], [8.195343, 0.586847, 0.534141], [1.012115, 1.859694, -0.486091]], "forces_ev_per_a": [[-1.5, 1.1, -1.0], [1.5, -0.9, 0.9], [0.6, 0.3, 1.2], [0.2, -1.7, -3.5], [-0.4, 2.2, 1.2], [-0.1, 1.0, -3.3], [-1.4, 3.6, 0.7], [0.0, 0.9, 2.9], [-0.8, 1.8, -1.1], [0.6, -0.3, -3.5], [3.2, 1.3, 2.1], [0.3, -3.6, -2.5], [-2.2, 2.4, 1.6], [0.3, 0.8, 1.3], [-0.3, -2.1, 1.3], [0.2, -1.6, 1.9], [0.5, 1.1, 0.0], [0.0, 3.9, -1.4], [-1.3, -2.8, -1.2], [-0.9, 1.9, -0.4], [0.2, -0.3, 0.5], [-0.2, -3.5, -0.3], [0.9, -0.9, 0.4], [0.1, 0.8, 3.2], [-1.4, -1.4, -1.8], [-0.5, -0.5, 2.2], [1.5, -0.5, 1.3], [0.5, -1.0, -1.1], [0.1, -1.6, -0.4], [0.4, -0.2, 0.3], [-0.8, 0.2, -3.1], [-0.4, -0.6, 1.4], [0.4, -1.0, 0.4], [-0.2, -1.3, 2.0], [0.1, -0.6, -0.2], [-0.8, -0.7, -2.2], [1.0, 2.2, -1.0], [-0.7, 0.5, 0.7], [0.9, 1.1, 0.0], [-0.4, 0.7, -1.7], [0.4, -1.2, 0.1], [-0.4, -2.1, 1.7], [1.8, 0.2, -2.4], [1.1, -3.8, -0.7], [-0.5, 5.1, 1.0], [-2.3, -1.6, 2.2], [0.7, 2.8, 0.3]], "mol_weight_g_mol": 302.4, "orbital_gap_ev": 9.49, "relative_energy_ev": 6.550, "total_energy_ev": -27943.9882, "lumo_energy_ha": 0.01969, "charge": 0, "smiles": "[H]/N=C(\\N)NCCC[C@H](N)C(=O)N[C@@H](CCCCN)C(=O)O", "multiplicity": 1}